Record 1
{
  "formula": "C46H69BGaN11OS3Te",
  "method": "ωB97M-V with the def2-TZVPD basis set",
  "elements": ["Ga", "C", "C", "C", "C", "N", "C", "C", "N", "B", "N", "C", "C", "N", "C", "S", "C", "C", "C", "C", "N", "C", "C", "N", "C", "S", "C", "C", "C", "C", "C", "S", "H", "H", "H", "H", "H", "H", "H", "H", "H", "H", "H", "H", "H", "H", "H", "H", "H", "H", "H", "H", "H", "H", "H", "H", "H", "H", "H", "H", "H", "H", "H", "H", "H", "H", "C", "C", "O", "N", "Te", "C", "C", "C", "C", "C", "C", "C", "C", "C", "C", "C", "C", "C", "C", "C", "C", "C", "C", "H", "H", "H", "H", "H", "H", "H", "H", "H", "H", "H", "H", "H", "H", "H", "H", "H", "H", "H", "H", "H", "H", "H", "H", "H", "C", "C", "C", "C", "N", "C", "N", "N", "N", "H", "H", "H", "H", "H", "H", "H", "H", "H", "H"],
  "coordinates": [[0.23, 0.10, 0.68], [4.12, 5.32, 0.12], [2.96, 4.47, 0.65], [2.21, 5.28, 1.71], [2.04, 4.10, -0.52], [3.51, 3.22, 1.27], [4.86, 2.91, 1.34], [4.97, 1.73, 1.96], [3.70, 1.30, 2.28], [3.51, -0.07, 2.99], [3.70, -1.23, 1.98], [4.30, -2.39, 2.41], [4.42, -3.21, 1.36], [3.88, -2.56, 0.26], [3.44, -1.33, 0.66], [2.70, -0.13, -0.33], [3.87, -3.14, -1.12], [4.46, -4.54, -1.09], [4.71, -2.26, -2.05], [2.42, -3.25, -1.60], [2.16, -0.12, 3.76], [2.05, 0.58, 4.94], [0.89, 0.24, 5.53], [0.26, -0.68, 4.70], [1.07, -0.89, 3.62], [0.71, -1.85, 2.23], [-1.01, -1.39, 5.06], [-2.09, -1.08, 4.03], [-1.48, -0.92, 6.43], [-0.72, -2.90, 5.14], [2.81, 2.21, 1.85], [1.10, 2.12, 2.03], [3.70, 6.23, -0.30], [4.67, 4.81, -0.67], [4.81, 5.61, 0.92], [1.85, 6.21, 1.26], [2.87, 5.52, 2.54], [1.35, 4.73, 2.08], [1.86, 4.98, -1.13], [1.08, 3.75, -0.14], [2.50, 3.33, -1.14], [5.63, 3.55, 0.95], [5.85, 1.15, 2.21], [4.38, -0.18, 3.81], [4.59, -2.53, 3.44], [4.84, -4.20, 1.31], [5.51, -4.53, -0.78], [4.42, -4.95, -2.10], [3.90, -5.21, -0.43], [5.74, -2.22, -1.70], [4.31, -1.25, -2.10], [4.70, -2.69, -3.06], [1.84, -3.85, -0.89], [2.39, -3.73, -2.58], [1.96, -2.26, -1.68], [2.81, 1.29, 5.25], [0.47, 0.59, 6.45], [-2.30, -0.01, 4.01], [-3.01, -1.61, 4.30], [-1.79, -1.39, 3.03], [-1.70, 0.15, 6.44], [-0.75, -1.14, 7.21], [-2.40, -1.45, 6.67], [-0.41, -3.30, 4.18], [-1.63, -3.42, 5.46], [0.06, -3.09, 5.88], [-2.17, 2.75, 2.35], [-1.72, 2.70, 0.91], [-1.24, 3.72, 0.34], [-1.85, 1.55, 0.24], [-0.95, 2.06, -1.50], [-1.92, 3.51, -2.79], [-1.33, 3.53, -4.07], [-0.08, 2.77, -4.46], [-1.91, 4.29, -5.08], [-3.04, 5.05, -4.87], [-3.68, 5.84, -5.98], [-3.57, 5.07, -3.59], [-3.04, 4.33, -2.53], [-3.73, 4.52, -1.20], [-1.89, 0.42, -2.51], [-3.28, 0.23, -2.44], [-4.26, 1.17, -1.78], [-3.83, -0.91, -3.02], [-3.06, -1.86, -3.67], [-3.68, -3.10, -4.25], [-1.70, -1.63, -3.76], [-1.10, -0.52, -3.19], [0.41, -0.42, -3.31], [-3.18, 2.36, 2.43], [-2.12, 3.77, 2.72], [-1.51, 2.12, 2.96], [0.59, 2.55, -3.63], [0.49, 3.35, -5.18], [-0.35, 1.83, -4.95], [-1.44, 4.28, -6.06], [-3.16, 5.68, -6.93], [-3.65, 6.91, -5.75], [-4.73, 5.56, -6.10], [-4.44, 5.69, -3.38], [-4.02, 5.56, -1.10], [-3.10, 4.26, -0.37], [-4.65, 3.93, -1.15], [-3.78, 2.02, -1.31], [-4.82, 0.65, -1.00], [-4.97, 1.55, -2.52], [-4.91, -1.05, -2.95], [-4.72, -3.21, -3.93], [-3.13, -3.99, -3.95], [-3.67, -3.07, -5.35], [-1.07, -2.34, -4.29], [0.86, -1.41, -3.16], [0.85, 0.24, -2.57], [0.70, -0.08, -4.30], [-2.61, -5.45, 2.21], [-2.03, -5.92, 0.88], [-0.50, -5.91, 0.92], [-2.56, -5.09, -0.31], [-2.08, -3.71, -0.30], [-0.98, -3.21, -0.86], [-0.83, -1.97, -0.46], [-1.89, -1.73, 0.37], [-2.63, -2.76, 0.47], [-2.26, -6.10, 3.02], [-3.70, -5.48, 2.20], [-2.30, -4.43, 2.43], [-2.37, -6.94, 0.68], [-0.11, -4.92, 1.17], [-0.07, -6.23, -0.03], [-0.15, -6.60, 1.69], [-3.65, -5.05, -0.28], [-2.24, -5.53, -1.25], [-0.33, -3.74, -1.53]],
  "e_homo_ev": [-8.40, -10.04],
  "total_charge": 1,
  "multiplicity": 2,
  "e_lumo_ev": [-1.50, -3.21],
  "relative_energy_kj_mol": 83.6,
  "total_energy_ev": -160111.17710
}

Record 2
{
  "formula": "C46H69BGaN11OS3Te",
  "method": "ωB97M-V with the def2-TZVPD basis set",
  "elements": ["Ga", "C", "C", "C", "C", "N", "C", "C", "N", "B", "N", "C", "C", "N", "C", "S", "C", "C", "C", "C", "N", "C", "C", "N", "C", "S", "C", "C", "C", "C", "C", "S", "H", "H", "H", "H", "H", "H", "H", "H", "H", "H", "H", "H", "H", "H", "H", "H", "H", "H", "H", "H", "H", "H", "H", "H", "H", "H", "H", "H", "H", "H", "H", "H", "H", "H", "C", "C", "O", "N", "Te", "C", "C", "C", "C", "C", "C", "C", "C", "C", "C", "C", "C", "C", "C", "C", "C", "C", "C", "H", "H", "H", "H", "H", "H", "H", "H", "H", "H", "H", "H", "H", "H", "H", "H", "H", "H", "H", "H", "H", "H", "H", "H", "H", "C", "C", "C", "C", "N", "C", "N", "N", "N", "H", "H", "H", "H", "H", "H", "H", "H", "H", "H"],
  "coordinates": [[0.93, 0.28, 0.04], [0.49, 5.95, -0.37], [-0.48, 4.93, -0.99], [-1.08, 4.12, 0.16], [-1.60, 5.64, -1.76], [0.29, 4.10, -1.97], [1.19, 4.70, -2.84], [1.83, 3.72, -3.50], [1.33, 2.51, -3.06], [1.94, 1.17, -3.50], [0.84, 0.07, -3.60], [-0.04, 0.12, -4.66], [-0.80, -0.98, -4.60], [-0.41, -1.72, -3.50], [0.61, -1.05, -2.90], [1.47, -1.46, -1.46], [-1.01, -3.08, -3.26], [-0.69, -3.66, -1.89], [-0.48, -4.01, -4.35], [-2.53, -2.94, -3.36], [3.17, 0.78, -2.60], [4.21, 0.10, -3.20], [5.28, 0.15, -2.39], [4.90, 0.86, -1.25], [3.59, 1.22, -1.40], [2.62, 2.01, -0.21], [5.91, 1.40, -0.27], [7.19, 0.59, -0.39], [6.17, 2.86, -0.66], [5.43, 1.33, 1.19], [0.37, 2.76, -2.14], [-0.65, 1.55, -1.46], [-0.04, 6.51, 0.40], [1.34, 5.44, 0.08], [0.86, 6.68, -1.10], [-1.42, 4.82, 0.92], [-1.94, 3.53, -0.16], [-0.35, 3.45, 0.61], [-2.23, 6.19, -1.06], [-1.20, 6.35, -2.48], [-2.21, 4.91, -2.29], [1.30, 5.76, -2.93], [2.59, 3.77, -4.26], [2.40, 1.33, -4.60], [-0.06, 0.95, -5.35], [-1.59, -1.30, -5.26], [0.38, -3.87, -1.78], [-1.00, -3.00, -1.08], [-1.23, -4.60, -1.79], [0.60, -4.09, -4.30], [-0.91, -5.01, -4.21], [-0.76, -3.66, -5.35], [-2.90, -2.20, -2.64], [-2.87, -2.67, -4.36], [-2.99, -3.90, -3.11], [4.10, -0.36, -4.17], [6.26, -0.25, -2.54], [7.70, 0.76, -1.34], [7.87, 0.89, 0.40], [7.00, -0.49, -0.29], [6.53, 2.92, -1.69], [5.26, 3.45, -0.57], [6.93, 3.28, -0.01], [5.02, 0.35, 1.43], [6.29, 1.52, 1.84], [4.67, 2.08, 1.40], [1.09, 1.24, 3.19], [-0.24, 0.90, 2.54], [-1.28, 1.23, 3.19], [-0.33, 0.27, 1.38], [-2.87, 0.71, 1.25], [-3.19, -1.35, 0.84], [-2.60, -2.37, 1.61], [-1.72, -2.12, 2.80], [-2.84, -3.70, 1.24], [-3.67, -4.04, 0.18], [-3.91, -5.48, -0.19], [-4.24, -3.01, -0.56], [-4.00, -1.67, -0.27], [-4.61, -0.63, -1.17], [-4.94, 1.08, 1.76], [-5.67, 2.02, 1.02], [-5.18, 2.70, -0.24], [-6.96, 2.34, 1.44], [-7.54, 1.77, 2.57], [-8.93, 2.16, 3.00], [-6.79, 0.85, 3.29], [-5.50, 0.51, 2.92], [-4.71, -0.46, 3.76], [0.93, 1.72, 4.15], [1.66, 1.92, 2.54], [1.66, 0.33, 3.32], [-1.88, -1.14, 3.23], [-0.67, -2.17, 2.51], [-1.89, -2.87, 3.57], [-2.37, -4.48, 1.83], [-3.67, -6.14, 0.64], [-3.29, -5.76, -1.04], [-4.95, -5.63, -0.47], [-4.89, -3.25, -1.39], [-4.86, -1.06, -2.14], [-3.92, 0.21, -1.33], [-5.52, -0.22, -0.73], [-4.12, 2.53, -0.43], [-5.35, 3.78, -0.17], [-5.74, 2.34, -1.10], [-7.53, 3.07, 0.87], [-9.30, 2.99, 2.41], [-8.95, 2.44, 4.05], [-9.62, 1.32, 2.86], [-7.22, 0.39, 4.18], [-5.24, -0.70, 4.68], [-3.74, -0.02, 4.04], [-4.52, -1.38, 3.22], [6.31, -2.07, 3.18], [5.77, -3.49, 3.29], [5.05, -3.72, 4.62], [4.88, -3.85, 2.09], [3.84, -2.86, 1.83], [3.81, -1.90, 0.92], [2.72, -1.19, 1.09], [2.07, -1.76, 2.13], [2.73, -2.76, 2.59], [6.97, -1.86, 4.02], [5.51, -1.33, 3.19], [6.90, -1.94, 2.26], [6.61, -4.19, 3.23], [4.16, -3.10, 4.71], [5.72, -3.49, 5.45], [4.75, -4.76, 4.72], [4.39, -4.81, 2.26], [5.48, -3.92, 1.19], [4.55, -1.76, 0.14]],
  "e_homo_ev": [-8.87, -9.76],
  "total_charge": 1,
  "multiplicity": 2,
  "e_lumo_ev": [-1.69, -2.60],
  "relative_energy_kj_mol": 0.0,
  "total_energy_ev": -160112.04377
}

Record 3
{
  "formula": "C46H70Br2N4O9P2S2",
  "method": "ωB97M-V with the def2-TZVPD basis set",
  "elements": ["C", "C", "C", "C", "C", "C", "C", "C", "C", "C", "C", "C", "C", "C", "C", "C", "C", "P", "O", "Br", "C", "O", "C", "C", "C", "C", "P", "O", "C", "C", "C", "C", "S", "C", "S", "N", "C", "C", "N", "C", "C", "C", "C", "O", "Br", "C", "O", "H", "H", "H", "H", "H", "H", "H", "H", "H", "H", "H", "H", "H", "H", "H", "H", "H", "H", "H", "H", "H", "H", "H", "H", "H", "H", "H", "H", "H", "H", "H", "H", "H", "H", "H", "H", "H", "H", "H", "H", "C", "O", "C", "C", "N", "C", "C", "O", "C", "H", "H", "H", "H", "H", "H", "H", "H", "H", "H", "H", "H", "H", "H", "H", "C", "O", "C", "C", "N", "C", "C", "O", "C", "H", "H", "H", "H", "H", "H", "H", "H", "H", "H", "H", "H", "H", "H", "H"],
  "coordinates": [[6.46, 4.82, 0.73], [5.11, 3.87, 0.87], [4.02, 4.07, -0.34], [2.63, 4.82, 0.10], [1.53, 3.86, 0.83], [0.50, 3.10, -0.25], [-0.65, 2.19, 0.47], [-1.77, 1.55, -0.54], [-1.18, 0.87, -1.91], [-1.31, -0.76, -1.99], [-0.12, -1.29, -2.99], [0.24, -2.88, -2.84], [0.14, -3.80, -4.23], [0.51, -5.40, -4.24], [1.00, -6.18, -2.84], [1.11, -5.28, -1.47], [0.74, -3.66, -1.48], [0.95, -2.71, 0.17], [1.00, -3.95, 1.41], [2.98, -1.63, 0.14], [1.40, -7.80, -2.94], [0.99, -8.67, -2.01], [2.27, -8.21, -4.30], [1.76, -7.44, -5.69], [2.58, -7.75, -7.09], [3.88, -8.80, -7.07], [4.75, -9.01, -8.80], [4.03, -8.15, -9.95], [4.40, -9.57, -5.69], [5.71, -10.56, -5.71], [5.65, -11.77, -6.81], [6.84, -11.68, -7.93], [8.40, -12.63, -7.52], [9.66, -11.99, -8.80], [11.13, -12.77, -9.17], [9.33, -10.70, -9.57], [9.37, -9.25, -9.14], [8.88, -8.21, -10.36], [8.58, -9.13, -11.53], [8.87, -10.56, -11.04], [3.55, -9.26, -4.28], [4.00, -9.98, -2.85], [5.01, -8.94, -2.06], [5.71, -9.33, -0.96], [5.22, -7.03, -2.72], [0.49, -6.37, -5.60], [-0.45, -6.28, -6.56], [6.87, 4.89, -0.37], [6.29, 5.92, 1.12], [7.36, 4.37, 1.37], [5.49, 2.75, 0.82], [4.66, 4.06, 1.96], [4.55, 4.79, -1.14], [3.79, 3.07, -0.93], [2.21, 5.39, -0.87], [2.93, 5.66, 0.88], [0.88, 4.53, 1.55], [2.01, 3.00, 1.50], [0.08, 3.85, -1.07], [1.20, 2.35, -0.85], [-1.25, 2.92, 1.21], [-0.20, 1.35, 1.20], [-2.36, 0.72, 0.09], [-2.61, 2.33, -0.86], [-0.06, 1.14, -2.15], [-1.83, 1.30, -2.80], [-2.39, -1.02, -2.42], [-1.28, -1.21, -0.91], [-0.52, -1.12, -4.10], [0.88, -0.68, -2.91], [-0.20, -3.27, -5.23], [1.46, -5.84, -0.49], [1.90, -3.78, 1.87], [2.24, -7.18, -8.08], [6.08, -8.45, -8.62], [4.75, -10.38, -9.26], [5.97, -11.05, -4.67], [6.65, -9.89, -5.99], [4.61, -11.66, -7.38], [5.74, -12.85, -6.31], [7.14, -10.55, -8.07], [6.39, -12.09, -8.94], [9.70, -8.88, -8.06], [8.83, -7.03, -10.28], [8.71, -11.41, -11.83], [4.57, -11.00, -3.01], [3.11, -10.20, -2.13], [-6.93, 4.45, 4.77], [-6.11, 5.54, 4.34], [-5.40, 6.18, 5.41], [-3.90, 5.84, 5.36], [-3.65, 4.44, 5.71], [-2.30, 3.97, 5.39], [-1.86, 4.03, 3.91], [-2.54, 3.11, 3.06], [-3.82, 3.54, 2.63], [-7.59, 4.19, 3.94], [-6.32, 3.57, 5.00], [-7.54, 4.73, 5.63], [-5.83, 5.94, 6.39], [-5.52, 7.25, 5.26], [-3.36, 6.49, 6.05], [-3.56, 6.06, 4.35], [-4.32, 3.85, 5.23], [-2.25, 2.93, 5.71], [-1.58, 4.53, 6.00], [-0.80, 3.73, 3.88], [-1.88, 5.04, 3.49], [-3.87, 4.62, 2.47], [-4.58, 3.21, 3.33], [-4.04, 3.05, 1.67], [-10.73, 10.07, 8.71], [-9.91, 11.15, 8.29], [-9.20, 11.79, 9.36], [-7.70, 11.46, 9.31], [-7.45, 10.06, 9.66], [-6.10, 9.59, 9.33], [-5.65, 9.64, 7.86], [-6.34, 8.72, 7.00], [-7.62, 9.16, 6.57], [-11.39, 9.80, 7.89], [-10.12, 9.19, 8.95], [-11.33, 10.34, 9.58], [-9.63, 11.56, 10.34], [-9.32, 12.87, 9.20], [-7.16, 12.11, 10.00], [-7.35, 11.68, 8.29], [-8.12, 9.46, 9.18], [-6.04, 8.54, 9.66], [-5.38, 10.15, 9.94], [-4.60, 9.34, 7.83], [-5.68, 10.65, 7.44], [-7.67, 10.24, 6.42], [-8.38, 8.83, 7.28], [-7.84, 8.67, 5.62]],
  "e_homo_ev": -8.61,
  "e_lumo_ev": -2.09,
  "smiles": "CCCCCCCCCCCc1cc2c(cc1P(O)Br)C(=O)c1c(cc([PH2]=O)c(CCCSC(=S)n3ccnc3)c1CC(=O)Br)C2=O.COCCNCCOC.COCCNCCOC",
  "total_energy_ev": -253523.56436
}